# 1
# C31H71N3O8

A 6-piece molecular cluster, C31H71N3O8 overall in a non-equilibrium geometry (ωB97M-V/def2-TZVPD, the Open Molecules 2025 dataset).

Geometry (Å):
C -1.0872 0.6085 2.5429
C -1.8168 1.6095 3.4319
C -1.9608 1.0427 4.8497
C -0.9511 2.8603 3.4402
C -1.6586 4.1101 3.9577
C -2.9413 4.3515 3.1789
C -3.8739 3.1176 3.1413
C -4.6970 3.0008 4.4275
C -4.8469 3.3577 1.9971
N -3.1019 1.9239 2.8335
O -3.9081 0.7538 2.7941
H -0.1324 0.3649 3.0138
H -1.6255 -0.3152 2.3273
H -0.8730 1.1264 1.6121
H -2.8153 0.3734 4.9216
H -1.0451 0.5655 5.2055
H -2.1278 1.8429 5.5797
H -0.1122 2.6643 4.1204
H -0.4840 3.0456 2.4708
H -1.9076 3.9493 5.0101
H -0.9830 4.9614 3.8737
H -2.7606 4.6927 2.1601
H -3.5446 5.0730 3.7357
H -5.4982 2.2680 4.2869
H -5.1850 3.9000 4.8069
H -4.1084 2.5920 5.2512
H -4.3591 3.3412 1.0174
H -5.3679 4.3075 2.1175
H -5.5921 2.5562 1.9483
H -4.2603 0.7482 1.8975
C -0.4050 0.7462 -0.9519
C -1.6999 1.0060 -1.7659
C -2.4853 -0.3022 -1.8283
C -2.5186 2.0658 -1.0403
C -1.9821 3.4738 -1.2205
C -1.6754 3.7849 -2.6710
C -0.8650 2.7382 -3.4471
C -1.1288 2.9977 -4.9256
C 0.6316 2.8565 -3.1381
N -1.4456 1.4307 -3.1394
O -0.8267 0.4021 -3.8840
H 0.4492 0.3773 -1.5178
H -0.0695 1.6388 -0.4131
H -0.6933 0.0772 -0.1453
H -2.8796 -0.5049 -0.8304
H -3.3253 -0.1511 -2.5104
H -1.8804 -1.1185 -2.2103
H -3.5635 2.0098 -1.3718
H -2.5503 1.7903 0.0210
H -2.7722 4.1477 -0.8629
H -1.1632 3.7064 -0.5321
H -1.1076 4.7217 -2.7353
H -2.5907 4.0173 -3.2191
H -0.7381 2.1776 -5.5370
H -0.6560 3.9101 -5.2942
H -2.1948 3.0082 -5.1537
H 1.0774 3.7737 -3.5238
H 1.1605 2.0687 -3.6902
H 0.8200 2.7428 -2.0748
H -0.0182 0.1616 -3.4042
C 3.1870 -4.2794 -0.4020
C 3.9966 -3.4041 -1.3732
C 5.1657 -2.7453 -0.6519
C 4.5516 -4.2527 -2.5063
C 3.4490 -4.8248 -3.3914
C 2.6714 -3.6938 -4.0717
C 2.3332 -2.4729 -3.1772
C 2.5484 -1.1911 -3.9945
C 0.8485 -2.5406 -2.7908
N 3.1503 -2.4033 -1.9783
O 2.8471 -1.3041 -1.1631
H 2.8255 -3.6910 0.4457
H 2.2938 -4.6623 -0.9056
H 3.7369 -5.1593 -0.0552
H 4.8363 -2.1872 0.2268
H 5.8168 -3.5265 -0.2468
H 5.7100 -2.0887 -1.3261
H 5.1518 -3.6115 -3.1599
H 5.1828 -5.0454 -2.1006
H 3.9423 -5.4144 -4.1718
H 2.7959 -5.5333 -2.8798
H 1.6950 -4.1135 -4.3247
H 3.1800 -3.4077 -4.9893
H 2.0406 -0.3270 -3.5611
H 2.1873 -1.3379 -5.0145
H 3.6108 -0.9416 -4.0285
H 0.2425 -2.4191 -3.6948
H 0.5847 -1.7814 -2.0611
H 0.6114 -3.5383 -2.4052
H 2.2125 -1.6139 -0.4938
O 3.5274 0.1734 2.9572
C 3.4662 0.3249 1.5554
C 3.0209 1.7261 1.1560
O 1.8767 2.1077 1.9005
H 4.3088 0.6120 3.3080
H 4.3902 0.0323 1.0423
H 2.7298 -0.3745 1.1489
H 2.7708 1.7748 0.0968
H 3.8391 2.4474 1.3224
H 2.0439 1.8469 2.8141
O -0.2905 -4.7417 0.6947
C 0.0372 -4.9437 2.0714
C -1.0998 -4.4005 2.9060
O -1.2672 -2.9982 2.8041
H 0.3777 -5.1872 0.1634
H 0.0946 -6.0213 2.2701
H 0.9959 -4.4822 2.3267
H -0.9541 -4.6889 3.9463
H -2.0123 -4.9217 2.5841
H -1.6949 -2.8258 1.9586
O 0.6437 -2.0055 0.5153
H 0.1067 -1.5513 1.1743
H 0.4055 -2.9392 0.5966

Results
LUMO energy: 0.472 eV
SMILES: CC1(C)CCCC(C)(C)N1O.CC1(C)CCCC(C)(C)N1O.CC1(C)CCCC(C)(C)N1O.OCCO.OCCO.O

***

# 2
# C3H8OSi

A 2-piece molecular cluster, C3H8OSi overall in a non-equilibrium geometry (ωB97M-V/def2-TZVPD, the Open Molecules 2025 dataset).

Geometry (Å):
C 1.0826 -1.7184 -0.8524
C 1.2437 -0.4456 -0.6867
C -0.6156 0.5008 1.7435
O -1.7513 0.3737 -1.1268
Si -0.3261 0.6326 -0.2495
H 1.8992 -2.4061 -0.7457
H 0.0907 -2.1562 -0.8609
H 2.1964 0.1721 -0.6144
H -0.4699 -0.5237 2.1513
H 0.0423 1.2329 2.2234
H -1.6695 0.8437 2.0226
H -1.8452 0.9247 -1.8890
H 0.1227 2.5694 -1.1154

Results
Relative energy (zero: lowest compared OMol25 entry of this formula, charge and spin): 44.66 kcal/mol
LUMO energy: 0.786 eV

***

# 3
# C33H44BCl2IrN7O

C33H44BCl2IrN7O as an isolated structure in a non-equilibrium geometry (ωB97M-V/def2-TZVPD, the Open Molecules 2025 dataset).

Geometry (Å):
Ir -0.0906 -0.1716 -0.0053
C 1.2696 4.5178 -2.1723
C 0.7092 3.1355 -2.1980
C -0.0586 2.5229 -3.1734
C -0.2866 1.2182 -2.7432
N 0.3083 1.0686 -1.5401
N 0.9151 2.2361 -1.2355
B 1.7682 2.2576 0.0114
N 0.8341 2.2460 1.2092
N 0.2325 1.0727 1.5024
C -0.3461 1.1946 2.7221
C -0.1228 2.4966 3.1613
C 0.6260 3.1293 2.1833
C 1.1722 4.5168 2.1677
C -1.0246 0.0938 3.5090
C -2.5125 0.0126 3.1469
C -0.9074 0.4090 5.0012
C -0.3348 -1.2458 3.2268
N 2.5915 0.9489 0.0469
N 2.0197 -0.2986 0.0369
C 3.0156 -1.1953 0.0413
C 4.2357 -0.5078 0.0479
C 3.9302 0.8308 0.0525
C 4.8622 1.9977 0.0626
C 2.9128 -2.7069 0.0331
C 3.6060 -3.2307 -1.2324
C 3.6279 -3.2455 1.2798
C 1.4745 -3.1919 0.0480
C -0.9685 0.1377 -3.5447
C -0.2621 0.0413 -4.9049
C -2.4415 0.5145 -3.7530
C -0.8665 -1.2141 -2.8531
H 0.9569 5.0486 -3.0681
H 2.3594 4.5028 -2.1390
H 0.9177 5.0714 -1.3015
H -0.3877 2.9641 -4.0997
H 2.4907 3.2084 0.0322
H -0.4358 2.9255 4.0981
H 0.8177 5.0521 3.0453
H 0.8476 5.0594 1.2798
H 2.2627 4.5145 2.1798
H -2.9704 1.0038 3.1463
H -3.0362 -0.6098 3.8763
H -2.6490 -0.4217 2.1675
H -1.4939 1.2906 5.2653
H 0.1298 0.5800 5.2965
H -1.2929 -0.4320 5.5793
H -0.3521 -1.4880 2.1605
H -0.8459 -2.0525 3.7551
H 0.7104 -1.2242 3.5435
H 5.2246 -0.9358 0.0504
H 5.8868 1.6333 0.0784
H 4.7055 2.6259 0.9398
H 4.7319 2.6198 -0.8235
H 4.6366 -2.8797 -1.2919
H 3.0831 -2.8975 -2.1319
H 3.6202 -4.3225 -1.2231
H 4.6590 -2.8937 1.3267
H 3.6441 -4.3371 1.2562
H 3.1194 -2.9247 2.1919
H 0.9210 -2.8180 -0.8166
H 0.9765 -2.8696 0.9655
H 1.4570 -4.2843 0.0121
H -0.2625 0.9994 -5.4256
H -0.7774 -0.6868 -5.5347
H 0.7748 -0.2806 -4.7839
H -2.5280 1.4492 -4.3098
H -2.9515 0.6427 -2.7976
H -2.9504 -0.2682 -4.3200
H 0.1699 -1.4258 -2.5528
H -1.1819 -2.0142 -3.5255
H -1.5166 -1.2443 -1.9870
Cl -4.2790 2.4462 -0.4780
C -4.2297 0.7281 -0.3043
C -5.4290 -0.0084 -0.3130
C -5.4193 -1.3653 -0.1767
Cl -6.9121 -2.2470 -0.1969
C -4.1944 -2.0513 -0.0114
C -4.0559 -3.4455 0.1568
C -2.8111 -3.9870 0.3203
C -1.6870 -3.1457 0.3127
N -1.7764 -1.8389 0.1524
C -3.0141 -1.2847 -0.0077
C -3.0087 0.1163 -0.1647
O -1.8601 0.7775 -0.1603
H -6.3677 0.5162 -0.4311
H -4.9401 -4.0692 0.1591
H -2.6751 -5.0516 0.4513
H -0.7002 -3.5611 0.4432

Results
Relative energy (zero: lowest compared OMol25 entry of this formula, charge and spin): 36.88 kcal/mol
Net charge: +1
LUMO energy: -3.984 eV

***

# 4
# C6H11N4

A 2-piece molecular cluster, C6H11N4 overall in a non-equilibrium geometry (ωB97M-V/def2-TZVPD, the Open Molecules 2025 dataset).

Geometry (Å):
C 0.0520 -3.5357 1.3115
C -0.0195 -2.3924 0.5907
C -0.0302 2.1061 -2.5066
C 1.2576 1.9126 -1.8780
C 0.1257 1.0352 -1.3082
C -0.2146 1.6824 -0.1050
N -0.3102 -3.2667 2.6196
N -0.6071 -2.0577 2.6059
N -0.3723 -1.4115 1.4385
N -0.6467 1.1673 0.9779
H 0.4400 -4.4145 1.0666
H 0.3644 -2.0493 -0.3840
H -0.7784 2.8499 -2.2469
H -0.3682 1.5879 -3.4207
H 2.0575 1.3644 -2.4942
H 1.6833 2.6517 -1.2206
H -0.2004 2.6898 -0.2302
H 0.0464 -0.0630 -1.3325
H -0.7114 0.1317 1.1555
H -0.9750 1.7057 1.8164
H -0.7928 -1.6939 3.5442

Results
Relative energy (zero: lowest compared OMol25 entry of this formula, charge and spin): 69.87 kcal/mol
Net charge: +1
LUMO energy: -3.390 eV

***

Q: The highest LUMO energy belongs to which entry?
A: C3H8OSi